[1]
# C41H51MoN2O3P2S2Si2

A structure of composition C41H51MoN2O3P2S2Si2 at a distorted geometry (ωB97M-V with the def2-TZVPD basis set, the OMol25 dataset).

Values from the calculation:
* HOMO-LUMO gap (spin up / spin down): 7.0 / 6.5 eV
* HOMO (spin up / spin down): -0.3669 / -0.3474 Ha
* LUMO level (spin up / spin down): -3.01 / -2.94 eV
* spin multiplicity: 3
* DFT total energy: -110321.800 eV
* net charge: +1

Structure (XYZ):
```
104
Properties=species:S:1:pos:R:3:forces:R:3:lowdin_charge:R:1
Mo 0.8328 -0.3069 0.3690 0.84 0.91 -0.23 0.6342
C 0.7449 2.6521 -1.7939 0.04 -0.05 0.10 -0.3085
N -0.5733 3.0809 -1.4142 -0.17 0.07 -0.29 -0.2076
C -1.5603 2.2063 -0.8282 0.12 0.02 0.13 -0.3151
P -1.2481 0.3794 -0.7027 -0.47 0.10 0.06 0.9132
C -1.5997 -0.2333 -2.3747 0.11 0.00 -0.02 -0.3712
C -1.6482 0.6193 -3.4746 -0.06 0.00 0.00 -0.0751
C -1.8908 0.1053 -4.7425 0.00 0.00 0.00 -0.0567
C -2.0891 -1.2554 -4.9174 0.00 0.00 -0.01 -0.0652
C -2.0471 -2.1106 -3.8227 -0.01 0.00 0.00 -0.0674
C -1.7984 -1.6010 -2.5598 0.05 -0.02 0.00 -0.1149
C -2.8429 0.1559 0.1946 -0.01 0.01 -0.03 -0.3800
C -2.8203 0.3224 1.5789 0.02 -0.08 0.01 -0.1339
C -3.9973 0.4511 2.3029 -0.06 -0.06 -0.03 -0.0747
C -5.2205 0.4097 1.6425 0.05 -0.09 0.02 -0.0761
C -5.2568 0.2245 0.2661 0.03 -0.07 0.02 -0.0702
C -4.0746 0.1011 -0.4550 -0.01 -0.01 -0.01 -0.0807
C -1.0552 4.3113 -1.9117 0.01 -0.10 -0.01 -0.2489
C -0.5269 4.8940 -3.0658 0.04 0.01 0.01 -0.0275
C -1.0137 6.1103 -3.5213 0.01 -0.01 0.00 -0.0768
C -2.0405 6.7590 -2.8534 -0.01 0.02 -0.01 -0.0915
C -2.5791 6.1763 -1.7163 0.01 0.00 0.00 -0.0788
C -2.0936 4.9668 -1.2445 -0.02 -0.02 -0.01 -0.0339
P 1.7833 1.7399 -0.5566 -0.23 -0.11 -0.12 0.9683
C 3.2727 1.7342 -1.6001 0.03 0.05 0.04 -0.3764
C 3.3048 0.8819 -2.7013 0.00 0.00 -0.03 -0.1406
C 4.3758 0.9167 -3.5801 -0.01 0.00 0.00 -0.0647
C 5.4203 1.8040 -3.3667 0.01 -0.01 -0.01 -0.0686
C 5.3830 2.6675 -2.2825 0.00 0.01 0.01 -0.0625
C 4.3104 2.6401 -1.4041 -0.03 -0.03 -0.01 -0.0734
C 2.0432 2.8700 0.8401 -0.19 -0.01 0.03 -0.3427
C 3.0833 2.6380 1.7441 -0.02 -0.08 0.01 -0.0932
C 3.2253 3.4502 2.8576 0.03 -0.02 0.00 -0.0605
C 2.3281 4.4837 3.0939 -0.01 0.00 0.00 -0.0712
C 1.2816 4.7051 2.2120 0.00 0.00 0.00 -0.0708
C 1.1328 3.8999 1.0911 0.07 0.10 -0.03 -0.0740
H 1.3258 3.5359 -2.0546 0.04 0.01 0.02 0.1038
H 0.7697 1.9930 -2.6749 -0.03 0.00 -0.06 0.0879
H -2.5142 2.3107 -1.3586 -0.01 0.04 0.02 0.1060
H -1.7699 2.4800 0.2161 0.04 -0.01 0.04 0.0900
H -1.5134 1.6874 -3.3526 0.03 0.00 0.00 0.0999
H -1.9273 0.7738 -5.5927 0.00 -0.01 0.01 0.1131
H -2.2767 -1.6523 -5.9064 0.00 0.00 0.01 0.1111
H -2.2005 -3.1737 -3.9580 0.00 0.01 0.00 0.1091
H -1.7553 -2.2721 -1.7080 0.01 0.02 0.00 0.0782
H -1.8693 0.3872 2.1006 0.03 0.00 0.00 0.0790
H -3.9614 0.6027 3.3746 0.00 0.00 -0.01 0.1099
H -6.1415 0.5252 2.1992 0.01 0.01 -0.01 0.1096
H -6.2069 0.1974 -0.2523 0.01 0.00 0.01 0.1107
H -4.1137 -0.0031 -1.5330 0.01 -0.02 -0.01 0.1101
H 0.2573 4.3976 -3.6222 -0.02 0.01 0.00 0.1066
H -0.5899 6.5461 -4.4170 0.00 -0.01 0.01 0.1082
H -2.4180 7.7057 -3.2156 0.00 -0.01 0.00 0.1045
H -3.3796 6.6711 -1.1810 0.01 -0.01 0.00 0.1069
H -2.5162 4.5394 -0.3443 0.00 0.01 -0.01 0.1055
H 2.5051 0.1717 -2.8676 0.01 0.03 0.00 0.0625
H 4.3972 0.2428 -4.4269 0.00 0.01 0.01 0.1088
H 6.2619 1.8234 -4.0466 0.00 0.00 0.00 0.1080
H 6.1924 3.3660 -2.1152 0.00 0.00 0.00 0.1093
H 4.2939 3.3240 -0.5680 -0.01 0.01 0.08 0.1047
H 3.7715 1.8201 1.5786 0.05 -0.01 -0.05 0.0886
H 4.0414 3.2700 3.5452 -0.01 0.01 -0.01 0.1121
H 2.4454 5.1145 3.9655 0.00 0.00 0.00 0.1083
H 0.5801 5.5105 2.3878 0.01 -0.01 0.00 0.1079
H 0.3215 4.0937 0.4021 0.02 0.00 0.03 0.0879
O 2.4818 -0.6286 1.7067 -0.15 -0.09 -0.10 -0.5868
S 3.5901 -1.1383 0.7836 0.04 -0.11 0.10 0.1593
O 4.2286 -2.2949 1.3444 -0.11 -0.13 0.02 -0.3468
O 4.4441 -0.0651 0.3615 -0.02 0.02 0.04 -0.3423
S 2.3528 -1.7052 -0.8172 -0.16 -0.06 0.09 0.3903
C -0.1304 -1.1900 3.9706 0.03 0.02 0.00 -0.1630
Si 0.4068 -2.9381 3.5740 -0.09 0.08 0.00 0.5293
C 2.1619 -3.2748 4.0425 -0.02 -0.04 0.02 -0.1417
C -0.7634 -4.1445 4.3937 0.00 -0.04 0.02 -0.1592
C 0.1413 -3.0844 1.6441 0.46 0.29 0.07 -0.3453
Si 0.6668 -4.7368 0.7249 0.01 -0.01 0.07 0.5217
C 2.4216 -5.1717 1.1090 0.02 -0.06 -0.03 -0.1487
C 0.2251 -4.5553 -1.0864 0.02 0.04 -0.01 -0.1795
C -0.4760 -6.0481 1.4254 -0.02 -0.04 0.01 -0.1587
H 0.0996 -0.9503 5.0115 -0.02 -0.03 0.00 0.0483
H -1.2063 -1.0548 3.8340 0.01 0.00 -0.02 0.0204
H 0.4091 -0.4573 3.3613 0.01 -0.01 0.00 0.0128
H 2.3025 -2.9088 5.0641 0.03 -0.02 -0.03 0.0522
H 2.8825 -2.7738 3.3995 0.05 0.07 -0.07 0.0213
H 2.3807 -4.3433 4.0413 0.01 0.00 0.00 0.0379
H -0.8985 -3.8597 5.4407 0.01 0.01 -0.03 0.0466
H -0.3610 -5.1587 4.3846 -0.03 0.03 0.01 0.0296
H -1.7577 -4.1707 3.9395 0.02 0.01 0.03 0.0238
H 0.7053 -2.2102 1.2223 -0.42 -1.02 0.19 -0.0263
H 3.0860 -4.3117 1.1352 0.08 0.12 0.00 0.0113
H 2.7944 -5.8563 0.3422 -0.03 0.00 0.02 0.0515
H 2.4793 -5.6909 2.0683 0.03 0.03 -0.02 0.0389
H 0.0664 -3.5193 -1.3839 0.03 0.02 0.00 -0.0210
H -0.6736 -5.1325 -1.3209 0.02 0.01 -0.01 0.0366
H 1.0371 -4.9364 -1.7093 -0.02 0.00 0.02 0.0460
H -0.2928 -6.2721 2.4766 0.00 0.01 -0.04 0.0255
H -0.3012 -6.9697 0.8616 0.00 0.02 0.02 0.0511
H -1.5375 -5.8130 1.3025 0.03 -0.04 0.01 0.0218
C -3.7269 -3.7158 1.2098 -0.05 0.16 -0.11 0.0320
C -2.3486 -3.2846 1.2959 -0.27 0.02 0.03 -0.0223
N -1.2492 -2.9999 1.3940 0.26 -0.04 0.01 0.1069
H -3.9015 -4.1784 0.2389 -0.02 0.01 0.00 0.1106
H -4.3781 -2.8536 1.3340 -0.11 0.09 -0.01 0.0956
H -3.9163 -4.4405 2.0022 0.02 0.01 0.01 0.1101
```
Positions in Å, forces in eV/Å.


[2]
# C41H52AsAuGeN3OSi3

A structure of composition C41H52AsAuGeN3OSi3 (ωB97M-V with the def2-TZVPD basis set, the OMol25 dataset).

Values from the calculation:
* HOMO-LUMO gap (spin up / spin down): 6.4 / 4.8 eV
* HOMO (spin up / spin down): -0.4731 / -0.4731 Ha
* LUMO level (spin up / spin down): -6.48 / -8.04 eV
* spin multiplicity: 2
* DFT total energy: -194546.721 eV
* net charge: +2

Structure (XYZ):
```
103
Properties=species:S:1:pos:R:3:forces:R:3:lowdin_charge:R:1
Au 0.1593 -0.4317 -0.9885 -0.20 -0.10 -0.38 0.8822
C 2.0330 -4.3383 -0.8177 -0.01 -0.01 0.00 0.0151
C 1.6551 -2.9061 -0.9545 -0.03 -0.08 0.04 -0.2391
N 0.4928 -2.4430 -0.6800 -0.01 0.07 -0.06 -0.0920
N -0.5843 -3.1680 -0.2869 0.11 -0.09 0.02 0.1257
C -1.6533 -2.4179 -0.2203 -0.04 -0.05 0.00 -0.4009
O -1.7140 -1.1323 -0.5168 0.08 0.15 0.02 -0.2482
C -2.9140 -3.0365 0.2253 -0.05 0.00 0.01 -0.1634
C -4.0222 -2.2386 0.5026 0.02 0.00 0.00 -0.0260
C -5.1935 -2.8129 0.9671 0.00 0.00 0.00 -0.0572
C -5.2658 -4.1873 1.1488 0.00 0.00 -0.01 -0.0539
C -4.1650 -4.9869 0.8668 -0.01 0.00 0.01 -0.0529
C -2.9904 -4.4168 0.4095 0.01 0.00 -0.01 -0.0207
C 2.5995 -1.8824 -1.4632 0.03 -0.01 -0.06 -0.1912
C 3.9213 -2.1863 -1.7260 -0.01 0.00 -0.04 0.0170
C 4.7663 -1.2111 -2.2366 -0.01 -0.03 -0.02 -0.0033
C 4.2668 0.0549 -2.4761 -0.01 0.01 0.00 -0.0089
C 2.9359 0.3071 -2.1941 0.02 0.06 0.03 -0.1211
N 2.1191 -0.6264 -1.7103 -0.01 -0.07 0.16 -0.0193
H 1.1801 -4.9048 -0.4555 0.00 0.00 0.00 0.0855
H 2.8556 -4.4367 -0.1060 0.00 0.00 -0.01 0.0855
H 2.3591 -4.7477 -1.7751 0.00 0.00 -0.01 0.1053
H -3.9565 -1.1684 0.3658 0.00 0.00 -0.01 0.0839
H -6.0519 -2.1923 1.1868 0.00 0.00 0.00 0.1107
H -6.1819 -4.6370 1.5072 0.00 0.00 0.00 0.1149
H -4.2251 -6.0579 1.0038 0.00 0.00 0.00 0.1143
H -2.1268 -5.0302 0.1957 0.00 0.00 0.00 0.1134
H 4.2872 -3.1827 -1.5262 -0.01 0.00 0.01 0.1290
H 5.8013 -1.4444 -2.4461 0.01 0.00 0.00 0.1323
H 4.8847 0.8438 -2.8795 0.00 0.00 -0.01 0.1268
H 2.4999 1.2787 -2.3714 0.01 0.04 0.03 0.0801
C -0.1589 5.2239 -1.6009 0.01 -0.01 0.00 -0.1967
Si 0.2065 3.7555 -0.5159 0.09 -0.01 0.09 0.3473
C -0.5302 3.8988 1.1856 0.00 0.02 0.00 -0.1965
C 2.0537 3.4513 -0.4306 -0.01 -0.02 -0.03 -0.2141
Ge -0.5834 1.7875 -1.7457 -0.08 -0.13 -0.02 0.6815
Si -0.7227 1.5802 -4.1633 -0.03 0.07 0.00 0.3198
C -1.3017 -0.1368 -4.6027 0.03 0.02 0.02 -0.2056
C -1.8758 2.9232 -4.7544 -0.01 -0.03 -0.01 -0.2064
C 1.0104 1.8462 -4.8167 -0.02 0.02 -0.02 -0.2103
Si -3.1224 1.9503 -0.8845 0.08 0.07 0.01 0.5235
C -3.9453 0.7375 -2.0114 0.02 0.00 -0.03 -0.1822
C -3.0092 1.4723 0.8992 -0.03 0.02 0.02 -0.1829
C -3.6021 3.7055 -1.2203 -0.02 -0.01 0.02 -0.1796
H 0.2263 6.1183 -1.1024 0.00 0.01 -0.01 0.0533
H -1.2227 5.3795 -1.7756 -0.02 0.00 0.00 0.0227
H 0.3416 5.1479 -2.5675 0.00 -0.01 -0.01 0.0363
H 0.0655 4.6177 1.7552 0.02 0.02 -0.01 0.0541
H -0.5099 2.9600 1.7408 0.04 0.02 -0.02 0.0078
H -1.5521 4.2772 1.1571 -0.01 0.00 0.02 0.0279
H 2.5013 4.2379 0.1838 0.00 0.00 0.02 0.0541
H 2.5215 3.5060 -1.4153 0.00 -0.01 -0.02 0.0317
H 2.2946 2.4914 0.0299 -0.01 -0.01 -0.02 -0.0091
H -2.3663 -0.2821 -4.4293 -0.06 -0.01 0.04 0.0267
H -0.7577 -0.9060 -4.0507 0.01 0.00 0.00 0.0173
H -1.1159 -0.3016 -5.6672 -0.01 -0.01 -0.01 0.0481
H -2.8921 2.7803 -4.3835 -0.01 0.00 -0.01 0.0168
H -1.9262 2.9161 -5.8459 0.01 0.00 -0.01 0.0497
H -1.5361 3.9137 -4.4471 0.01 0.01 0.01 0.0323
H 1.6825 1.0301 -4.5475 -0.02 0.00 -0.03 0.0147
H 1.4526 2.7927 -4.5014 0.01 0.01 0.02 0.0340
H 0.9469 1.8663 -5.9085 0.03 0.00 -0.01 0.0510
H -3.4509 -0.2318 -2.0259 0.02 -0.02 0.01 0.0239
H -4.0322 1.1336 -3.0228 0.00 -0.03 -0.02 0.0335
H -4.9613 0.5903 -1.6252 -0.01 0.00 0.00 0.0620
H -2.3923 0.5844 1.0374 0.01 0.00 -0.01 0.0013
H -4.0241 1.2295 1.2348 -0.01 0.00 0.01 0.0601
H -2.6368 2.2877 1.5173 -0.03 -0.05 -0.02 0.0233
H -3.4509 3.9865 -2.2626 0.01 0.00 -0.01 0.0346
H -3.0958 4.4210 -0.5754 0.01 0.01 0.01 0.0245
H -4.6765 3.7841 -1.0162 -0.01 0.00 0.00 0.0616
C 1.3342 3.2672 5.0587 0.01 0.01 0.00 -0.0632
C 0.3277 2.3174 5.1429 -0.03 0.00 -0.01 -0.0613
C 0.2227 1.3221 4.1793 -0.01 -0.01 -0.01 -0.0999
C 1.1308 1.2826 3.1292 0.04 -0.02 0.01 -0.3931
C 2.1362 2.2407 3.0395 0.00 -0.02 -0.01 -0.1306
C 2.2428 3.2259 4.0088 -0.01 0.01 0.01 -0.0684
As 0.9717 -0.0398 1.7201 0.09 0.19 0.14 1.3329
C 2.6795 -0.9376 1.7181 0.01 -0.01 0.00 -0.3215
C 3.9021 -0.4525 1.2799 0.02 0.01 0.03 -0.1059
C 5.0172 -1.2792 1.3169 -0.01 0.03 0.02 -0.0785
C 4.8962 -2.5883 1.7690 0.01 0.01 0.01 -0.0573
C 3.6704 -3.0786 2.1963 -0.01 0.01 -0.01 -0.0215
C 2.5485 -2.2549 2.1765 0.03 0.02 0.04 -0.1998
C 1.1899 -2.6315 2.6193 -0.04 -0.02 0.00 -0.2012
C 0.8021 -3.8858 3.0744 -0.01 0.00 -0.01 -0.0056
C -0.5166 -4.1087 3.4456 0.00 -0.01 0.00 -0.0459
C -1.4580 -3.0916 3.3653 -0.01 0.02 0.00 -0.0617
C -1.0856 -1.8370 2.9009 0.02 0.00 0.02 -0.1059
C 0.2335 -1.6106 2.5426 -0.01 -0.04 -0.01 -0.3317
H 1.4178 4.0348 5.8159 0.00 0.00 0.01 0.1138
H -0.3730 2.3416 5.9668 0.00 0.00 0.01 0.1137
H -0.5532 0.5712 4.2655 0.00 -0.01 0.01 0.0936
H 2.8524 2.2153 2.2256 0.01 -0.01 0.05 0.0792
H 3.0385 3.9570 3.9514 0.01 0.00 0.00 0.1126
H 4.0025 0.5663 0.9223 0.00 0.01 0.00 0.0960
H 5.9823 -0.9017 1.0050 0.01 0.00 0.00 0.1139
H 5.7690 -3.2268 1.8058 0.01 0.00 0.00 0.1158
H 3.5990 -4.0948 2.5630 0.00 -0.01 0.01 0.1169
H 1.5201 -4.6928 3.1466 0.01 0.00 0.00 0.1148
H -0.8125 -5.0861 3.8025 0.00 0.00 0.00 0.1160
H -2.4845 -3.2792 3.6520 0.00 0.00 0.00 0.1167
H -1.8284 -1.0511 2.8205 -0.01 0.00 -0.01 0.1011
```
Positions in Å, forces in eV/Å.